Entry 1:
Molecular formula: C26H42BrN3OP2Pd
Method: DFT, ωB97M-V/def2-TZVPD

Positions of all 76 atoms, in Å:
C: 3.4016 5.1698 -0.6256
C: 2.1464 4.6886 -1.0373
C: 2.0547 4.1575 -2.3380
C: 3.1886 4.1708 -3.1596
N: 4.3736 4.6275 -2.7582
C: 4.4695 5.1305 -1.5264
C: 0.9824 4.7247 -0.1684
C: 0.0023 4.4370 0.5195
C: -1.0566 3.6587 1.0939
C: -0.8569 3.1591 2.4069
C: -1.2319 1.8357 2.6342
C: -1.7730 1.1299 1.5460
C: -2.4569 1.7864 0.5212
C: -2.0852 3.1180 0.2808
Pd: -1.3391 -0.8302 1.5389
P: 0.7147 -0.5781 0.5092
H: 1.1157 3.7854 -2.7369
H: 3.5526 5.6003 0.3603
H: 3.1305 3.8032 -4.1858
H: 5.4438 5.5302 -1.2489
H: -2.4765 3.6879 -0.5716
H: -0.3122 3.7446 3.1635
H: -3.1826 1.2405 -0.0781
H: -1.0523 1.3194 3.5789
C: 1.4801 -2.2122 0.7510
C: 2.7625 -2.5376 -0.0157
H: 0.6905 -2.9430 0.5102
H: 1.6311 -2.2720 1.8408
H: 3.0637 -3.5587 0.2473
H: 2.6245 -2.5066 -1.1014
H: 3.5857 -1.8673 0.2508
C: 0.9659 -0.0131 -1.2450
C: 2.3620 0.4393 -1.7021
H: 0.2544 0.8191 -1.3711
H: 0.6061 -0.8336 -1.8855
H: 2.3311 0.6389 -2.7845
H: 2.6704 1.3765 -1.2182
H: 3.1375 -0.3214 -1.5251
C: 1.6580 0.6637 1.4618
C: 3.1811 0.5191 1.4937
H: 1.2736 0.5663 2.4915
H: 1.3507 1.6536 1.0702
H: 3.5851 1.3760 2.0511
H: 3.4785 -0.3930 2.0273
H: 3.6312 0.5156 0.4934
Br: -2.1869 -2.9163 2.6993
P: -2.2315 -2.2143 -1.0450
C: -0.9799 -2.8778 -2.2333
C: -1.3537 -4.1282 -3.0192
H: -0.0950 -3.0828 -1.6081
H: -0.7043 -2.0643 -2.9217
H: -0.5168 -4.3937 -3.6789
H: -1.5415 -4.9824 -2.3619
H: -2.2397 -3.9814 -3.6478
C: -3.2880 -3.6462 -0.5530
C: -4.6394 -3.8162 -1.2330
H: -3.4247 -3.4857 0.5347
H: -2.6869 -4.5618 -0.6507
H: -5.2179 -4.5677 -0.6799
H: -5.2144 -2.8842 -1.2404
H: -4.5502 -4.1751 -2.2663
C: -3.2766 -1.0699 -2.0371
C: -3.5819 -1.4722 -3.4782
H: -2.7285 -0.1114 -2.0184
H: -4.2060 -0.9072 -1.4662
H: -4.1582 -0.6719 -3.9573
H: -2.6716 -1.6183 -4.0664
H: -4.1826 -2.3857 -3.5408
N: 1.2966 0.0941 6.1446
C: 0.5105 -0.5268 5.1918
N: -0.8412 -0.3886 5.4698
O: 0.9821 -1.1254 4.2226
H: 0.8817 0.8635 6.6330
H: 2.2740 0.1870 5.8559
H: -1.4383 -1.0202 4.9482
H: -1.0664 -0.2757 6.4446

## Properties
- multiplicity = 3
- E_tot (eV) = -126243.8163
- net charge = +2
- expectation value of S² = 2.061
- maximum force (eV/Å) = 2.18
- energy relative to the best compared isomer or geometry (same formula, charge and spin) (eV) = 0.7117

Atomic partial charges in e from the Mulliken method, atoms 1 to 2:
1 C -0.367
2 C 0.540

=====

Entry 2:
Molecular formula: C3H7ClOS
Method: DFT, ωB97M-V/def2-TZVPD

Positions of all 13 atoms, in Å:
C: -1.0358 -0.6430 -1.0622
C: -0.6421 0.6427 -0.2588
C: 0.6111 0.3807 0.5608
O: 0.4214 -0.9002 1.6382
S: 1.9510 -0.0396 -0.6367
Cl: 1.0675 1.7590 1.5152
H: -0.3048 -1.3606 -0.9999
H: -1.0973 -0.3937 -2.1159
H: -1.9759 -1.1145 -0.7617
H: -1.4014 1.1675 0.4617
H: -0.3163 1.5143 -0.8518
H: -0.0605 -0.4733 2.3703
H: 2.7832 -0.5394 0.1407

## Properties
- multiplicity = 1
- E_tot (eV) = -28628.2705
- maximum force (eV/Å) = 4.03
- SMILES string = CC[C@@](O)(S)Cl
- energy relative to the best compared isomer or geometry (same formula, charge and spin) (eV) = 1.5058

Atomic partial charges in e from the Mulliken method, atoms 1 to 2:
1 C -1.096
2 C -0.511

=====

Entry 3:
Molecular formula: H2N4O2
Method: DFT, ωB97M-V/def2-TZVPD

Positions of all 8 atoms, in Å:
O: 1.3808 0.9861 1.0092
N: 0.1095 0.9498 0.5321
N: -0.1788 0.1667 -0.3612
O: 0.8777 -0.5623 -0.9460
H: 2.0836 0.6734 0.3299
H: 0.6710 -0.9999 -1.7910
N: -2.3660 -0.2601 0.2059
N: -2.5778 -0.9537 1.0211

## Properties
- multiplicity = 1
- E_tot (eV) = -10084.5182
- maximum force (eV/Å) = 2.25
- SMILES string = O/N=N\O.N#N
- energy relative to the best compared isomer or geometry (same formula, charge and spin) (eV) = 0.6783

Atomic partial charges in e from the Mulliken method, atoms 1 to 2:
1 O -0.366
2 N 0.005

=====

Entry 4:
Molecular formula: C19H21N3O5
Method: DFT, ωB97M-V/def2-TZVPD

Positions of all 48 atoms, in Å:
C: 7.8292 -0.7274 -1.5662
C: 7.0376 -1.7451 -0.7668
O: 5.6495 -1.4555 -0.9188
C: 4.8051 -2.2308 -0.2249
O: 5.1765 -3.1310 0.4926
C: 3.3896 -1.8610 -0.4328
C: 3.0049 -0.8235 -1.2790
C: 1.6730 -0.5047 -1.4440
C: 0.6937 -1.2240 -0.7600
N: -0.6683 -0.9606 -0.8658
C: -1.2959 -0.0047 -1.6353
O: -0.7042 0.7981 -2.3247
N: -2.6707 -0.0403 -1.6127
C: -3.3627 1.1159 -2.1668
C: -4.4230 1.6285 -1.1816
N: -3.9928 1.4346 0.1877
C: -3.8474 2.5280 0.9832
O: -4.0427 3.6559 0.5586
C: -3.4654 2.3496 2.3929
C: -3.1292 3.3594 3.2613
C: -2.8872 2.7502 4.5090
C: -3.0992 1.4180 4.3192
O: -3.4465 1.1625 3.0501
C: -3.7209 0.0658 0.5757
C: -3.5042 -0.7744 -0.6917
C: 1.0793 -2.2666 0.0880
C: 2.4093 -2.5807 0.2488
H: 8.8915 -0.9293 -1.4648
H: 7.6212 0.2760 -1.2043
H: 7.5549 -0.7815 -2.6163
H: 7.2934 -1.7044 0.2984
H: 7.2271 -2.7655 -1.1199
H: 3.7601 -0.2652 -1.8090
H: 1.3776 0.2982 -2.0978
H: -1.2411 -1.5776 -0.3117
H: -2.6079 1.8798 -2.3642
H: -3.8373 0.8446 -3.1163
H: -5.3786 1.1133 -1.3323
H: -4.5794 2.6994 -1.3201
H: -3.0685 4.3982 3.0125
H: -2.5990 3.2331 5.4196
H: -3.0372 0.5798 4.9854
H: -4.5479 -0.3459 1.1691
H: -2.8130 0.0365 1.1844
H: -3.0872 -1.7490 -0.4355
H: -4.4572 -0.9630 -1.1948
H: 0.3247 -2.8300 0.6208
H: 2.7160 -3.3840 0.9012

## Properties
- multiplicity = 1
- E_tot (eV) = -34752.3858
- maximum force (eV/Å) = 1.37
- SMILES string = CCOC(=O)c1ccc(NC(=O)N2CCN(C(=O)c3ccco3)CC2)cc1
- energy relative to the best compared isomer or geometry (same formula, charge and spin) (eV) = 2.3780

Atomic partial charges in e from the Mulliken method, atoms 1 to 2:
1 C -1.231
2 C -0.211

=====

Entry 5:
Molecular formula: C3H10BNO
Method: DFT, ωB97M-V/def2-TZVPD

Positions of all 16 atoms, in Å:
C: -2.1064 -0.8284 -0.1112
B: -0.7397 0.5407 -0.3118
O: -1.1937 1.6980 -0.7091
N: 0.6417 0.1893 -0.0620
C: 1.2032 -1.0844 0.4283
C: 1.6665 1.1883 0.0442
H: -2.2216 -0.8978 0.9694
H: -1.9851 -1.8581 -0.5323
H: -2.8539 -0.4333 -0.7059
H: -2.0757 1.4221 -0.8789
H: 1.7954 -0.9641 1.4025
H: 0.3000 -1.7277 0.5749
H: 1.9549 -1.5087 -0.2822
H: 1.2174 2.1947 0.0760
H: 2.1874 0.9533 0.9201
H: 2.2096 1.1165 -0.8218

## Properties
- multiplicity = 1
- E_tot (eV) = -7487.6415
- maximum force (eV/Å) = 6.93
- SMILES string = CB(O)N(C)C
- energy relative to the best compared isomer or geometry (same formula, charge and spin) (eV) = 1.2837

Atomic partial charges in e from the Mulliken method, atoms 1 to 2:
1 C -1.342
2 B 0.653

=====

Entry 6:
Molecular formula: CH2ClIO
Method: DFT, ωB97M-V/def2-TZVPD

Positions of all 6 atoms, in Å:
C: 0.1541 -0.2048 -0.6204
O: -1.1589 0.6663 0.8320
Cl: 0.2054 -1.8767 -0.1942
I: 1.7068 0.9278 -0.0095
H: -0.2925 -0.0988 -1.6095
H: -0.6150 0.5862 1.6015

## Properties
- multiplicity = 3
- E_tot (eV) = -23734.8666
- expectation value of S² = 2.010
- maximum force (eV/Å) = 2.73
- energy relative to the best compared isomer or geometry (same formula, charge and spin) (eV) = 0.7995

Atomic partial charges in e from the Mulliken method, atoms 1 to 2:
1 C -0.420
2 O -0.344

=====

Among the records above, which one has the highest maximum force? C3H10BNO

=====

Which of these has the highest energy relative to the best compared isomer or geometry (same formula, charge and spin)? C19H21N3O5

=====

Which value of energy relative to the best compared isomer or geometry (same formula, charge and spin) does entry 3 give? 0.6783 eV